The ion CH3N2O2 with charge -1 at a distorted geometry. Source: the Open Molecules 2025 dataset; level of theory: wB97M-V/def2-TZVPD.

Cartesian coordinates (Å):
C 0.406 -0.060 0.266
N 0.302 0.819 1.382
N -0.334 1.943 1.433
O -0.187 2.439 2.546
O -1.092 2.397 0.515
H -0.528 -0.657 0.092
H 1.367 -0.729 0.525
H 0.663 0.481 -0.771

## Properties
Molecular weight in Da: 75.05
Spin multiplicity: 1
LUMO level in Ha: 0.170
Kohn-Sham gap in eV: 8.087
Net charge: -1
DFT total energy in eV: -8157.7912
ΔE to the lowest compared entry with this formula, charge and spin in kcal per mole: 85.9
Structure (SMILES): CN=[N+]([O-])[O-]

Löwdin population analysis, charges in e, atoms 1 to 5: atom 1 (C): -0.245, atom 2 (N): -0.110, atom 3 (N): -0.579, atom 4 (O): -0.126, atom 5 (O): -0.133


A cluster of 2 separate species, C4H10S2Si in total. Source: the Open Molecules 2025 dataset; level of theory: wB97M-V/def2-TZVPD.

Cartesian coordinates (Å):
C -4.367 -1.234 0.229
C 1.863 0.932 -1.038
C 0.868 0.249 1.885
C -0.047 -1.540 -0.531
Si 0.455 0.212 0.035
S -4.998 0.123 -0.057
S -1.300 1.498 -0.148
H -1.349 1.466 -1.472
H 1.554 1.827 -1.572
H 2.717 1.202 -0.424
H 2.204 0.211 -1.774
H 1.689 -0.425 2.112
H 1.152 1.244 2.212
H 0.011 -0.057 2.476
H 0.440 -2.293 0.080
H -1.121 -1.690 -0.448
H 0.230 -1.724 -1.565

## Properties
Molecular weight in Da: 150.34
Spin multiplicity: 1
LUMO level in Ha: 0.003
Kohn-Sham gap in eV: 9.288
DFT total energy in eV: -33857.6668
ΔE to the lowest compared entry with this formula, charge and spin in kcal per mole: 24.9

Löwdin population analysis, charges in e, atoms 1 to 5: atom 1 (C): -0.600, atom 2 (C): -0.208, atom 3 (C): -0.222, atom 4 (C): -0.208, atom 5 (Si): 0.261


A cluster of 3 separate species, C5H16NO in total at a distorted geometry. Source: the Open Molecules 2025 dataset; level of theory: wB97M-V/def2-TZVPD.

Cartesian coordinates (Å):
C -0.429 -1.639 -0.847
C 1.085 -1.080 -0.850
C 1.051 0.451 -0.657
C 1.284 0.904 0.749
C 2.732 0.431 1.147
N -3.667 -0.466 0.595
H -1.111 -1.007 -0.226
H -0.618 -2.678 -0.560
H 1.625 -1.561 -0.036
H 1.590 -1.404 -1.780
H 1.572 0.981 -1.565
H -0.503 1.647 -0.861
H 1.216 1.990 0.851
H 0.458 0.425 1.423
H 2.692 -0.633 1.243
H 3.073 0.851 2.090
H 3.414 0.734 0.340
H -0.971 -1.485 -1.798
H -4.143 -0.744 1.454
H -4.289 0.088 -0.006
H -1.799 2.544 -0.794
H -2.771 0.039 0.779
O -1.488 1.611 -0.691

## Properties
Molecular weight in Da: 106.19
Spin multiplicity: 1
LUMO level in Ha: -0.278
Kohn-Sham gap in eV: 4.821
Net charge: +1
DFT total energy in eV: -8971.7703
ΔE to the lowest compared entry with this formula, charge and spin in kcal per mole: 109.4

Löwdin population analysis, charges in e, atoms 1 to 5: atom 1 (C): -0.039, atom 2 (C): -0.148, atom 3 (C): 0.098, atom 4 (C): -0.200, atom 5 (C): -0.020


The molecule C20H22N2O4S. Source: the Open Molecules 2025 dataset; level of theory: wB97M-V/def2-TZVPD.

Cartesian coordinates (Å):
C -1.638 0.911 -1.981
C -1.882 0.881 -0.478
O -1.443 -0.329 0.115
C -2.138 -1.476 -0.103
C -3.441 -1.567 -0.579
C -4.065 -2.799 -0.675
C -3.413 -3.960 -0.303
C -2.106 -3.891 0.150
C -1.476 -2.666 0.238
N -0.125 -2.574 0.665
C 0.308 -2.726 1.953
O -0.341 -3.092 2.897
C 1.784 -2.338 1.931
N 2.002 -1.956 0.562
C 0.879 -2.105 -0.170
S 0.732 -1.867 -1.778
C 3.126 -1.174 0.095
C 2.688 0.229 -0.256
C 1.914 0.950 0.644
C 1.408 2.206 0.344
C 1.700 2.772 -0.911
C 2.493 2.046 -1.796
C 2.978 0.792 -1.486
H 3.564 0.248 -2.210
H 2.701 2.498 -2.752
O 1.299 3.981 -1.392
C 0.416 4.810 -0.672
H 0.846 5.134 0.278
H -0.541 4.318 -0.486
H 0.258 5.677 -1.312
O 0.625 2.917 1.225
C 0.293 2.334 2.461
H -0.355 3.056 2.955
H -0.250 1.391 2.334
H 1.181 2.167 3.080
H 1.685 0.510 1.600
H 3.880 -1.172 0.886
H 3.546 -1.654 -0.794
H 1.980 -1.530 2.642
H 2.406 -3.197 2.214
H -1.567 -4.782 0.433
H -3.910 -4.914 -0.374
H -5.079 -2.845 -1.043
H -3.982 -0.681 -0.870
H -1.281 1.652 0.009
H -2.936 1.067 -0.241
H -1.920 1.881 -2.381
H -0.584 0.734 -2.185
H -2.215 0.137 -2.482

## Properties
Molecular weight in Da: 386.47
Spin multiplicity: 1
LUMO level in Ha: 0.022
Kohn-Sham gap in eV: 8.551
DFT total energy in eV: -43102.1815
ΔE to the lowest compared entry with this formula, charge and spin in kcal per mole: 62.7
Structure (SMILES): CCOc1ccccc1N1C(=O)CN(Cc2ccc(OC)c(OC)c2)C1=S

Löwdin population analysis, charges in e, atoms 1 to 5: atom 1 (C): -0.058, atom 2 (C): -0.223, atom 3 (O): -0.061, atom 4 (C): -0.220, atom 5 (C): -0.009